No. 1
128
Properties=species:S:1:pos:R:3:forces:R:3:lowdin_charge:R:1 method="wB97M-V/def2-TZVPD" total_energy_ha=-4174.67393 smiles="O=C1OC[C@@H](F)O1.O=C1OC[C@@H](F)O1.O=C1OC[C@@H](F)O1.O=C1OC[C@@H](F)O1.O=C1OC[C@@H](F)O1.O=C1OC[C@@H](F)O1.O=C1OC[C@@H](F)O1.CCOC(C)=O.CCOC(C)=O.CCOCC.CCOCC" largest_force_ha_per_bohr=0.0425 lumo_energy_ev=-0.26 relative_energy_ev=0.6778
C -0.035334 6.035927 0.986948 -0.1 0.3 -1.2 -0.058
C 0.133802 4.703673 0.287289 -0.6 0.9 0.6 -0.320
O 1.466299 4.403279 0.564280 0.4 -0.1 -0.7 0.114
C 2.154189 5.597537 0.650952 -1.1 0.4 1.2 -0.517
O 3.315088 5.748271 0.770399 0.6 -0.5 -0.5 0.193
O 1.252005 6.612105 0.765872 0.2 -0.1 0.4 0.074
F -0.032419 4.917405 -1.065810 0.1 -0.4 0.1 0.057
H -0.286270 5.932246 2.040813 0.2 0.1 0.1 0.130
H -0.762898 6.634557 0.443606 -0.1 0.1 0.2 0.143
H -0.603958 3.989046 0.633706 0.5 -0.6 -0.2 0.137
C 0.402317 -0.715345 -5.757364 -0.5 1.3 0.3 -0.065
C 1.792902 -1.197998 -5.397902 -0.7 -0.9 -0.6 -0.280
O 1.686138 -2.565493 -5.736397 0.6 0.2 0.0 0.121
C 0.376608 -2.949888 -5.789555 0.5 0.4 0.3 -0.563
O 0.032532 -4.065481 -5.903687 -0.4 -0.7 -0.1 0.198
O -0.411125 -1.868531 -5.661984 -0.2 -0.1 -0.3 0.085
F 2.035089 -1.111074 -4.059899 0.2 0.2 0.0 0.060
H 0.359979 -0.256571 -6.748490 0.1 -0.5 -0.2 0.143
H -0.029278 0.035723 -5.096316 0.4 -0.1 0.3 0.121
H 2.601837 -0.765559 -5.978886 0.1 0.1 0.3 0.169
C -2.460367 -2.159546 -0.951065 0.4 0.5 0.9 -0.051
C -3.055289 -1.154156 0.018526 -0.7 0.3 -0.1 -0.294
O -4.454380 -1.277050 -0.234237 0.0 -0.1 0.0 0.121
C -4.690425 -2.518275 -0.742720 0.7 0.2 -0.3 -0.549
O -5.751028 -3.008479 -0.885610 -0.5 -0.1 0.0 0.192
O -3.509558 -3.103675 -1.082933 -0.1 -0.1 -0.2 0.075
F -2.668026 0.114855 -0.257305 -0.3 -0.2 0.1 0.072
H -1.564324 -2.594702 -0.509858 -0.1 -0.4 -0.3 0.131
H -2.222334 -1.645797 -1.884321 -0.1 -0.2 -0.1 0.146
H -2.945474 -1.345408 1.087974 0.5 0.0 -0.1 0.164
C -0.757529 3.480167 4.481907 -0.9 0.0 -0.7 -0.047
C -0.228860 2.247263 5.178876 -0.6 0.6 0.7 -0.287
O 1.135950 2.286228 4.910719 -0.2 -0.5 -0.4 0.136
C 1.317764 2.956356 3.720584 0.0 0.1 -0.3 -0.523
O 2.318346 2.991412 3.096005 -0.1 -0.1 0.3 0.205
O 0.154934 3.571554 3.383558 0.2 0.5 0.2 0.048
F -0.855445 1.151638 4.607323 0.5 0.0 0.2 0.030
H -0.859939 4.403294 5.057259 0.9 -0.1 0.2 0.143
H -1.760071 3.358407 4.067387 0.1 -0.5 0.0 0.138
H -0.390646 2.187002 6.252803 0.1 0.0 0.0 0.171
C -4.710475 2.045689 -4.248074 0.1 -0.3 1.0 -0.045
C -3.590857 2.954761 -3.692306 -1.4 -1.3 -1.0 -0.293
O -4.276190 4.132758 -3.407605 0.7 -0.1 0.4 0.133
C -5.487575 4.146276 -4.038038 0.2 0.3 -0.3 -0.561
O -6.166948 5.109036 -4.103301 -0.4 0.2 0.1 0.187
O -5.759559 2.952449 -4.570953 0.1 -0.3 -0.3 0.093
F -2.708458 3.136597 -4.727966 0.4 0.5 0.3 0.052
H -5.076688 1.358192 -3.480742 0.0 0.1 0.0 0.135
H -4.384655 1.450021 -5.094700 -0.1 0.3 -0.3 0.138
H -3.103282 2.494976 -2.838395 0.4 0.6 0.2 0.147
C -5.774605 2.808667 0.442717 0.1 -0.3 1.0 -0.043
C -5.139706 3.035495 1.795857 -0.5 -0.4 0.2 -0.296
O -3.904857 3.575613 1.409739 0.3 0.1 0.0 0.110
C -3.568872 3.013585 0.179879 -0.4 -0.8 1.1 -0.512
O -2.493743 3.073521 -0.304196 -0.2 0.2 -0.3 0.182
O -4.632729 2.295826 -0.243340 0.2 0.8 -1.2 0.061
F -4.913665 1.845535 2.473153 0.0 0.4 -0.3 0.047
H -6.086162 3.798146 0.097527 0.0 -0.2 -0.5 0.150
H -6.580567 2.085268 0.422781 0.0 -0.1 0.0 0.150
H -5.720555 3.662009 2.471324 0.4 0.3 -0.1 0.170
C -1.926513 -2.751703 5.804620 -1.0 0.6 -0.2 -0.051
C -1.145429 -2.184231 4.655190 0.6 0.4 -0.2 -0.302
O -1.653584 -2.877975 3.550524 -0.1 -0.1 0.3 0.111
C -2.093502 -4.099279 4.006717 1.1 0.2 0.5 -0.549
O -2.243051 -5.037467 3.320997 -0.6 -0.7 -0.6 0.200
O -2.178224 -4.086845 5.356306 -0.1 0.2 0.3 0.091
F 0.195704 -2.479687 4.786730 -0.3 0.1 0.1 0.071
H -2.874928 -2.203451 5.864828 -0.1 -0.2 -0.1 0.142
H -1.496988 -2.662773 6.795958 0.5 -0.6 -0.2 0.145
H -1.231083 -1.119547 4.457203 0.0 0.0 0.2 0.139
C 2.700429 -2.900603 -0.961178 -0.4 -0.2 -0.6 -0.056
C 1.613188 -3.483855 -1.853296 0.5 -0.2 -0.5 -0.292
O 0.922881 -4.462599 -1.115124 -0.1 0.2 0.3 -0.177
C 0.033252 -5.260251 -1.863851 -0.5 -0.4 0.5 -0.272
C -0.910532 -5.976434 -0.897503 0.9 0.1 0.1 -0.059
H 3.331564 -2.279090 -1.599872 -0.2 0.5 0.4 0.078
H 2.209736 -2.419228 -0.116364 0.4 0.4 0.0 0.055
H 3.363799 -3.679003 -0.586230 -0.2 -0.2 0.0 0.074
H 0.914388 -2.737111 -2.267845 0.0 0.2 0.5 0.101
H 2.094372 -3.875224 -2.767509 -0.1 -0.4 0.2 0.123
H -0.577680 -4.643700 -2.532658 0.3 0.0 -0.3 0.115
H 0.622994 -6.024232 -2.377289 -0.2 0.2 -0.6 0.124
H -1.241061 -5.265815 -0.139315 -0.3 -0.1 0.0 0.067
H -0.334623 -6.760634 -0.402309 -0.2 0.0 0.2 0.073
H -1.751160 -6.434123 -1.411470 -0.1 0.1 0.0 0.077
C -0.165688 0.275281 1.955319 0.0 -0.1 -0.8 -0.040
C 0.540605 -0.261386 0.706715 -0.7 -0.3 0.2 -0.245
O -0.000756 0.375174 -0.432384 -0.2 -0.1 -0.1 -0.180
C 0.889545 0.567604 -1.518676 0.6 0.7 0.4 -0.249
C 0.149099 1.436352 -2.516224 -1.4 -0.6 0.0 -0.055
H -1.107535 -0.270755 2.040694 0.0 0.1 0.3 0.059
H 0.433950 0.090238 2.841125 0.0 0.1 0.1 0.051
H -0.427028 1.326103 1.817542 0.3 0.1 0.2 0.080
H 1.629437 -0.167392 0.735636 0.0 0.1 0.1 0.110
H 0.251335 -1.323455 0.697546 0.6 -0.1 -0.3 0.111
H 1.749676 1.114893 -1.113722 0.2 -0.1 -0.2 0.116
H 1.247170 -0.378068 -1.934962 -0.1 0.0 0.0 0.090
H -0.420774 2.173615 -1.947283 0.4 0.3 -0.1 0.061
H -0.652284 0.827698 -2.962545 0.1 -0.1 -0.1 0.064
H 0.681058 1.899635 -3.342609 0.5 0.0 0.3 0.080
O 7.170769 1.840553 -2.043027 -0.2 0.5 0.1 0.090
C 6.058261 1.979071 -2.494326 0.4 -0.8 -0.3 -0.553
O 5.013394 2.502872 -1.858328 0.4 0.2 0.0 -0.023
C 5.260524 3.205157 -0.594257 -1.3 -1.1 -0.2 -0.165
C 4.776099 2.329895 0.553939 0.9 0.6 0.6 -0.056
C 5.669945 1.445598 -3.850310 -0.5 -1.3 0.1 0.013
H 4.553655 4.019364 -0.718720 0.6 0.6 0.3 0.105
H 6.320997 3.409222 -0.504915 -0.1 0.5 -0.1 0.119
H 4.558039 2.956003 1.422882 -0.3 0.2 -0.2 0.068
H 5.596737 1.711420 0.924184 -0.3 -0.5 -0.4 0.079
H 3.878286 1.786191 0.284918 0.0 -0.2 0.0 0.063
H 5.869680 0.366969 -3.862378 0.4 0.1 0.3 0.087
H 6.251040 1.819625 -4.688296 -0.1 0.5 0.1 0.086
H 4.589739 1.452760 -3.985882 0.0 0.7 -0.3 0.070
O 3.427075 -3.432287 4.504986 0.3 -0.5 -0.1 0.107
C 2.888682 -2.793044 3.640897 -0.3 0.3 0.8 -0.560
O 1.892204 -3.251063 2.882118 0.2 0.2 -1.0 -0.033
C 1.630547 -4.654139 2.889465 0.4 -0.8 -0.4 -0.207
C 2.452747 -5.460030 1.880438 -0.4 -0.7 0.8 -0.050
C 3.150615 -1.331092 3.435250 -0.4 0.5 0.0 0.032
H 0.607208 -4.795541 2.544266 -0.2 0.4 0.5 0.112
H 1.804090 -5.052229 3.889025 -0.3 0.1 0.0 0.123
H 2.374329 -5.031588 0.886074 0.3 -0.1 0.0 0.046
H 1.965343 -6.444478 1.878512 -0.2 0.1 -0.4 0.082
H 3.443501 -5.757632 2.226889 0.3 0.8 -0.2 0.079
H 2.244892 -0.758417 3.655631 -0.1 -0.2 -0.1 0.066
H 3.411578 -1.096161 2.403721 0.2 0.0 0.1 0.084
H 3.877613 -0.976973 4.157970 0.3 -0.2 -0.2 0.091


No. 2
107
Properties=species:S:1:pos:R:3:forces:R:3:lowdin_charge:R:1 method="wB97M-V/def2-TZVPD" total_energy_ha=-4825.65743 smiles="Cc1ccc(C(C)C)c(OCC2=C(OCCNC[C@H](C)O)C(=O)C(C[C@H](C)O)=C(Br)C2=O)c1.CC(C)=O.CC(C)=O.CC(C)=O.CC(C)=O" largest_force_ha_per_bohr=0.0579 lumo_energy_ev=-0.72
C -0.876777 0.730956 3.266247 0.7 1.0 -0.7 -0.052
C -0.884179 1.394776 1.849223 0.2 0.3 -1.0 -0.232
C -2.082888 1.886647 1.211130 2.1 0.0 -0.6 -0.043
C -1.950493 2.518386 -0.079813 0.7 -0.7 1.1 -0.018
C -0.673425 2.676661 -0.762293 -0.4 -0.4 0.6 -0.095
C -0.717371 3.429260 -2.123778 0.0 0.4 0.0 -0.331
C -1.000342 2.494329 -3.381947 0.3 0.6 0.3 -0.053
C 0.523737 4.385873 -2.365234 -1.0 -0.1 -0.5 -0.067
C 0.521604 2.138454 -0.137489 -2.4 0.0 1.2 -0.194
O 1.792354 2.223888 -0.711541 -0.9 -0.6 -0.1 -0.077
C 1.977023 1.317089 -1.811259 1.0 -1.1 -0.4 -0.101
C 1.368512 -0.089161 -1.586421 -1.1 -1.4 0.3 -0.001
C 1.627285 -0.913455 -0.516819 -0.7 0.8 -1.5 -0.140
O 2.491901 -0.521204 0.472319 -0.2 -1.3 -1.3 -0.080
C 3.787511 -1.165412 0.282860 0.5 -0.2 0.8 -0.116
C 4.478365 -1.257742 1.715361 -0.8 1.2 -0.7 -0.161
N 3.442801 -1.195862 2.776811 1.6 -0.9 0.0 -0.044
C 3.681720 -2.193365 3.835130 -1.1 0.0 0.6 -0.177
C 2.757505 -3.466333 3.712740 0.9 -0.4 0.0 -0.403
C 3.206750 -4.459186 2.577582 -0.6 0.2 0.0 -0.049
O 1.421422 -3.013536 3.509102 0.2 -0.1 0.2 -0.067
C 0.908952 -2.317610 -0.427442 -0.9 0.5 -0.6 -0.202
O 1.310314 -3.170682 0.310885 0.2 0.0 0.2 0.123
C -0.384751 -2.622250 -1.291770 -0.9 1.6 -2.0 -0.112
C -1.374497 -3.773029 -1.007330 0.2 -0.5 -0.6 -0.121
C -2.752940 -3.313663 -0.396931 0.1 -1.1 1.0 -0.391
C -2.964804 -3.983572 1.028212 0.4 0.8 0.2 -0.046
O -3.806996 -3.799395 -1.246204 0.3 0.4 -0.1 -0.099
C -0.649166 -1.793203 -2.388191 1.7 -0.1 2.5 -0.457
Br -2.189063 -1.915258 -3.591656 1.6 0.1 1.1 0.794
C 0.398659 -0.648204 -2.683136 -0.6 -0.5 0.4 -0.352
O 0.446125 -0.243555 -3.815055 0.4 0.4 0.0 0.044
C 0.378482 1.513037 1.158347 -0.9 0.5 -0.2 0.022
H -1.097495 -0.358152 3.224865 0.0 0.8 0.1 0.075
H 0.164565 0.865702 3.662103 -0.9 -0.4 -0.2 0.076
H -1.542327 1.306127 3.953439 0.2 -0.7 -0.5 0.076
H -3.043624 1.764499 1.751851 0.6 0.3 -0.7 0.095
H -2.895117 2.889529 -0.539487 1.0 -0.2 0.1 0.107
H -1.594057 4.126453 -2.061329 0.7 -0.7 0.1 0.100
H -1.747140 2.968462 -4.066195 0.8 -0.2 0.6 0.062
H -0.027024 2.374457 -3.924060 -1.0 -0.3 0.3 0.069
H -1.450664 1.518434 -3.083758 0.6 0.7 -0.2 0.073
H 1.458434 3.835727 -2.605424 -0.6 0.5 0.4 0.061
H 0.251144 5.006397 -3.256241 0.4 -0.4 0.6 0.081
H 0.650637 5.088680 -1.508403 0.1 -0.7 -0.5 0.085
H 1.638364 1.724435 -2.793421 -0.1 -0.3 0.9 0.105
H 3.087747 1.171272 -1.911787 -0.9 0.3 0.2 0.143
H 3.685613 -2.198229 -0.125912 -0.2 0.8 0.1 0.119
H 4.363792 -0.519684 -0.431220 -0.3 -0.7 0.6 0.126
H 5.136443 -0.347879 1.799144 -0.2 -1.0 0.0 0.117
H 5.062951 -2.204401 1.756095 -0.3 0.8 0.1 0.109
H 3.469412 -0.259693 3.180815 -0.1 -0.4 -0.1 0.056
H 3.393893 -1.702680 4.803883 0.4 -0.5 -0.7 0.126
H 4.750435 -2.531761 3.891837 -0.8 0.2 0.1 0.120
H 2.845809 -4.007789 4.698914 -0.2 0.4 -0.7 0.133
H 3.920776 -5.243483 2.926688 -0.4 0.8 -0.2 0.079
H 3.619728 -3.887604 1.713298 -0.3 -0.6 0.6 0.057
H 2.289780 -4.996049 2.214729 0.8 0.4 0.2 0.076
H 0.836284 -3.764551 3.330232 0.4 0.2 0.1 0.083
H -0.942263 -4.597599 -0.392934 -0.1 0.9 -0.4 0.113
H -1.608841 -4.241277 -2.002800 0.2 0.5 0.8 0.109
H -2.759392 -2.200045 -0.325197 -0.2 -0.7 0.0 0.136
H -2.040934 -4.469609 1.427468 -0.7 0.3 -0.5 0.070
H -3.225245 -3.166241 1.736060 0.0 -0.8 -0.3 0.048
H -3.785250 -4.741771 0.979943 0.7 0.7 0.1 0.090
H -4.664822 -3.601443 -0.836934 0.5 0.1 0.1 0.081
H 1.269026 1.118362 1.686670 -0.8 0.2 -0.6 0.093
C -7.322038 -1.480645 2.363216 0.0 -0.2 -0.3 -0.020
C -5.824326 -1.560811 2.215290 0.1 -0.1 -0.2 -0.483
O -5.311904 -2.194844 1.318928 -0.2 0.2 0.0 0.059
C -4.988072 -0.820282 3.227745 0.3 -0.1 -0.2 -0.014
H -7.794893 -2.058215 1.569213 0.1 0.0 0.0 0.083
H -7.623756 -1.896105 3.326456 0.0 0.2 0.1 0.087
H -7.648628 -0.442160 2.283721 0.0 0.0 0.2 0.086
H -5.187024 -1.206761 4.229006 -0.1 0.2 0.0 0.090
H -5.212352 0.247297 3.186175 -0.1 0.0 0.2 0.085
H -3.931640 -0.964936 3.000047 -0.1 0.0 0.0 0.071
C 2.613846 -3.714711 -3.873170 0.2 -0.4 0.3 -0.011
C 3.978498 -3.325932 -4.380300 0.2 0.0 0.2 -0.503
O 4.988299 -3.748022 -3.861326 -0.1 0.1 -0.1 0.064
C 4.034292 -2.389357 -5.560352 0.3 0.0 0.0 -0.021
H 2.727742 -4.392030 -3.025941 0.0 0.0 -0.1 0.086
H 2.056394 -2.846507 -3.532314 -0.2 0.2 -0.2 0.063
H 2.065910 -4.233215 -4.662241 -0.2 0.2 0.0 0.092
H 3.552486 -1.442684 -5.307227 -0.2 -0.1 -0.1 0.083
H 3.538911 -2.843939 -6.420212 -0.2 0.1 0.0 0.086
H 5.075394 -2.195185 -5.818082 -0.1 0.0 0.0 0.081
C 3.335494 2.989497 2.159992 0.0 -0.4 0.1 -0.005
C 4.021445 2.621750 3.449395 -0.1 -0.1 -0.1 -0.474
O 3.924260 1.508378 3.923118 0.1 0.2 0.1 0.054
C 4.835383 3.691057 4.130337 0.1 -0.3 0.3 -0.019
H 2.787984 2.126815 1.780272 0.3 0.2 0.0 0.044
H 2.629369 3.803851 2.332740 0.1 0.1 -0.1 0.100
H 4.076881 3.287549 1.416169 -0.1 0.2 0.0 0.097
H 4.195668 4.536272 4.390234 0.1 0.1 -0.2 0.087
H 5.642255 4.019212 3.472694 -0.1 0.2 0.0 0.087
H 5.270758 3.287220 5.044328 0.0 0.0 -0.1 0.083
C -5.783779 4.577880 -2.602076 0.1 -0.3 0.0 -0.021
C -4.395379 4.987403 -3.022258 0.2 -0.2 -0.1 -0.489
O -3.563020 4.164157 -3.334232 -0.3 0.2 0.1 0.051
C -4.083791 6.462002 -3.038453 0.3 -0.1 -0.1 -0.017
H -5.865893 3.491614 -2.637134 0.0 0.1 0.0 0.084
H -5.977275 4.911710 -1.580799 -0.1 0.1 -0.1 0.085
H -6.520673 5.007509 -3.283111 0.0 0.1 0.2 0.086
H -4.202465 6.878547 -2.036391 -0.2 0.1 -0.1 0.087
H -4.745733 6.974654 -3.738775 -0.1 0.1 0.2 0.086
H -3.052592 6.609689 -3.359252 -0.1 0.0 0.0 0.083